--- i ---
The following is a DFT calculation (ωB97M-V with the def2-TZVPD basis set) of a single C7H11NO molecule.

Each line ends with the Löwdin charge.
Cartesian coordinates (Å):
C (-0.99284, 2.48551, 1.24639)  0.04
C (-1.19665, 1.78034, 0.13554)  -0.36
O (-2.17546, 2.08179, -0.77732)  0.04
N (-0.37007, 0.62404, -0.40943)  0.09
C (-0.04324, -0.42378, 0.38581)  -0.34
C (-0.25056, -0.69159, 1.66706)  0.05
C (0.82257, -1.38914, -0.55317)  -0.30
C (0.57712, -2.69171, -0.54335)  0.04
C (1.91750, -0.75490, -1.35134)  -0.07
H (-0.21488, 2.22252, 1.93708)  0.06
H (-1.58507, 3.35952, 1.47161)  0.06
H (-2.60326, 2.91309, -0.53476)  0.11
H (-0.72319, 0.41684, -1.33425)  0.14
H (0.13420, -1.59682, 2.10019)  0.06
H (-0.86753, -0.05694, 2.27772)  0.05
H (1.21524, -3.39108, -1.06390)  0.06
H (-0.23499, -3.11481, 0.02506)  0.06
H (1.52474, -0.29849, -2.26067)  0.08
H (2.65613, -1.49920, -1.64606)  0.08
H (2.41024, 0.02479, -0.77221)  0.08

M	125.2	g mol⁻¹
frontier orbital gap	9.000	eV
LUMO	0.76	eV

---

--- ii ---
The following is a DFT calculation (ωB97M-V with the def2-TZVPD basis set) of a single C7H11NO molecule.

Each line ends with the Löwdin charge.
Cartesian coordinates (Å):
C (1.96452, -1.64384, 0.16948)  0.07
C (1.19839, -0.68619, -0.47582)  -0.35
O (1.73917, 0.57034, -0.53378)  -0.12
C (0.96235, 1.69319, 0.09088)  -0.09
C (-0.62943, 1.69349, -0.33587)  -0.03
C (-1.09748, 0.11833, -0.02732)  -0.49
N (-0.79952, -0.32448, 1.26628)  -0.04
C (-1.69830, -1.08970, -0.70768)  0.00
C (-0.25073, -0.66421, -1.03235)  -0.16
H (1.52641, -2.59588, -0.01551)  0.03
H (2.78770, -1.58273, 1.00817)  0.10
H (0.89035, 1.41232, 1.21067)  0.10
H (1.60207, 2.62510, -0.14822)  0.14
H (-1.27159, 2.41229, 0.18660)  0.10
H (-0.76402, 1.64370, -1.36651)  0.06
H (-1.86514, -0.57248, 1.82991)  0.19
H (-0.06750, 0.18669, 2.00214)  0.15
H (-2.58566, -1.12512, -1.34574)  0.10
H (-1.61860, -1.85288, 0.18841)  0.13
H (-0.02302, -0.21793, -1.96376)  0.11

M	125.2	g mol⁻¹
frontier orbital gap	9.280	eV
LUMO	0.87	eV

---

--- iii ---
The following is a DFT calculation (ωB97M-V with the def2-TZVPD basis set) of a single C7H11NO molecule.

Each line ends with the Löwdin charge.
Cartesian coordinates (Å):
C (-2.19979, -0.06323, -0.16930)  -0.21
C (-1.35306, -1.25847, 0.07943)  -0.17
C (0.04885, -0.73754, 0.02050)  -0.38
N (1.39037, -1.24542, -0.08982)  -0.03
C (2.22739, 0.01466, -0.37110)  -0.19
C (1.28664, 1.14063, 0.02338)  -0.17
C (-0.30286, 1.47845, -0.04109)  -0.21
O (-1.57191, 1.15958, -0.58570)  -0.09
C (0.23735, 0.40892, 0.94092)  -0.14
H (-3.21109, -0.51366, -0.79584)  0.19
H (-2.72297, -0.14550, 0.86955)  0.13
H (-1.27978, -2.05770, -0.58327)  0.10
H (-1.72485, -1.54981, 1.08616)  0.12
H (-0.07368, -0.06062, -0.98836)  0.18
H (1.56006, -1.60289, -1.01262)  0.08
H (2.93890, -0.08395, 0.57628)  0.14
H (2.84244, 0.14401, -1.45432)  0.17
H (2.02720, 2.04576, 0.09528)  0.16
H (-0.17933, 2.55233, 0.32375)  0.15
H (0.06012, 0.37448, 2.07617)  0.17

M	125.2	g mol⁻¹
frontier orbital gap	9.619	eV
LUMO	1.03	eV

---

In order of decreasing stability: i, ii, iii.

---

--- i ---
The following is a DFT calculation (ωB97M-V with the def2-TZVPD basis set) of 4 unconnected molecules or ions with the total composition C3H12NO4.

Each line ends with the Löwdin charge.
Cartesian coordinates (Å):
C (-1.05834, 0.55875, -1.15327)  -0.11
O (-0.53638, -1.60210, -2.74508)  -0.27
C (-0.50120, -0.06044, 0.08282)  -0.42
C (0.91924, -0.38948, -0.09257)  -0.19
O (1.54626, -1.21895, 0.85574)  0.00
N (-0.69045, 1.00417, 1.16186)  0.15
H (-2.03300, 1.03603, -1.10133)  0.07
H (-0.43582, 1.38396, -1.58452)  0.08
H (-1.17179, -0.91548, 0.28903)  0.15
H (1.12547, -0.70249, -1.12329)  0.16
H (1.49219, 0.56939, -0.07251)  0.14
H (0.81891, -1.61330, 1.46592)  0.05
H (-0.49157, 0.48009, 2.02472)  0.05
H (-0.06690, 1.86856, 0.97603)  0.09
H (-0.99712, -0.18084, -1.96417)  0.01
H (-0.49238, -2.52100, -2.78682)  -0.12
O (-0.26246, -1.42121, 2.64415)  -0.28
H (-0.45560, -2.08734, 3.16295)  -0.17
H (1.99548, 3.15421, 0.15714)  -0.11
O (1.29548, 2.65747, -0.19678)  -0.28

net charge	-1
M	126.1	g mol⁻¹
frontier orbital gap	3.768	eV
LUMO	-1.33	eV

---

--- ii ---
The following is a DFT calculation (ωB97M-V with the def2-TZVPD basis set) of a molecular structure, C3H12NO4.

Each line ends with the Löwdin charge.
Cartesian coordinates (Å):
C (1.17554, -0.38676, 1.10415)  -0.23
C (0.57032, 0.79735, 1.86367)  -0.29
O (-0.70027, 0.48608, 2.35368)  -0.12
N (1.49564, -0.30756, -0.34160)  -0.07
C (0.71210, -1.29037, -1.23523)  -0.30
O (-0.39086, -0.65782, -1.87370)  -0.26
H (0.38934, -1.19647, 1.20286)  0.11
H (2.04348, -0.78881, 1.65817)  0.09
H (1.18191, 0.85655, 2.79069)  0.10
H (0.62683, 1.79851, 1.46410)  0.10
H (-1.35324, 0.37545, 1.60509)  0.07
H (1.31506, 0.63077, -0.72250)  0.08
H (1.38293, -1.45684, -2.10688)  0.09
H (0.46702, -2.10680, -0.57282)  0.09
H (-1.28741, -0.48135, -1.10028)  -0.02
H (-2.89899, -0.73663, -0.39780)  -0.03
O (-2.16708, -0.11644, -0.31779)  -0.28
H (-1.37472, 1.61332, -1.18644)  -0.01
H (-0.34291, 1.08515, -2.24229)  0.00
O (-0.84469, 1.88267, -1.94508)  -0.13

net charge	-1
M	126.1	g mol⁻¹
frontier orbital gap	8.541	eV
LUMO	3.99	eV

---

In order of decreasing stability: ii, i.

---

--- i ---
The following is a DFT calculation (ωB97M-V with the def2-TZVPD basis set) of a single C2H5ClOS molecule.

Each line ends with the Löwdin charge.
Cartesian coordinates (Å):
C (1.46973, -0.20210, -0.37897)  -0.39
S (-0.12475, -0.85108, -0.94846)  0.79
C (-1.18881, -0.36572, 0.38389)  -1.00
O (-1.03043, 1.35893, 0.40757)  -0.22
Cl (-2.87260, -0.59926, 0.09491)  0.63
H (2.19734, -0.13524, -1.16078)  0.03
H (1.88295, -0.97409, 0.40558)  0.08
H (1.39150, 0.65706, 0.21513)  0.01
H (-0.73701, -0.47436, 1.44714)  0.11
H (-0.98792, 1.58587, -0.46601)  -0.04

M	112.6	g mol⁻¹
frontier orbital gap	10.056	eV
LUMO	0.77	eV

---

--- ii ---
The following is a DFT calculation (ωB97M-V with the def2-TZVPD basis set) of a single C2H5ClOS molecule.

Each line ends with the Löwdin charge.
Cartesian coordinates (Å):
O (0.41538, 0.52240, -1.45997)  -0.11
C (0.67496, 0.22598, -0.17995)  -0.70
S (1.93567, -1.12117, 0.10795)  0.75
C (-0.72944, -0.53167, 0.57076)  -0.54
Cl (-2.10379, -0.54408, -0.57785)  0.56
H (-0.12533, -0.16901, -1.86286)  0.05
H (1.01668, 1.06366, 0.58774)  0.14
H (1.14045, -2.03305, -0.20942)  -0.22
H (-1.18860, 0.10312, 1.32145)  0.03
H (-0.38273, -1.55442, 0.91867)  0.04

M	112.6	g mol⁻¹
frontier orbital gap	10.294	eV
LUMO	0.76	eV

---

In order of decreasing stability: ii, i.

---

--- i ---
The following is a DFT calculation (ωB97M-V with the def2-TZVPD basis set) of a single C2H5ClOS molecule.

Each line ends with the Löwdin charge.
Cartesian coordinates (Å):
O (-0.47906, -0.56241, -1.64244)  0.01
C (-0.43633, -0.36684, -0.36163)  -0.66
S (-1.66056, 1.32000, 0.10141)  0.56
C (0.88263, -0.06658, 0.24577)  -0.51
Cl (1.56074, 1.55798, -0.34949)  0.51
H (0.10306, 0.02722, -2.02091)  0.05
H (-0.87085, -1.20699, 0.17071)  0.12
H (-0.70787, 2.18256, -0.30218)  -0.26
H (1.54979, -0.74903, -0.25513)  0.06
H (1.20209, -0.13993, 1.33235)  0.11

M	112.6	g mol⁻¹
frontier orbital gap	9.575	eV
LUMO	0.55	eV

---

--- ii ---
The following is a DFT calculation (ωB97M-V with the def2-TZVPD basis set) of 2 unconnected molecules or ions with the total composition C2H5ClOS.

Each line ends with the Löwdin charge.
Cartesian coordinates (Å):
C (-0.74084, 0.16740, -1.28292)  -0.07
C (0.64703, 0.50461, -1.53560)  -0.39
O (1.34768, 1.20210, -0.90688)  0.07
H (-1.20857, 0.12905, -2.26730)  0.08
H (-0.78351, -0.76086, -0.65630)  0.10
H (-1.28175, 0.79889, -0.62319)  0.07
H (1.06304, 0.07513, -2.53522)  0.13
S (0.00772, -0.35260, 2.73485)  0.20
Cl (1.78443, -0.80911, 3.50292)  0.02
H (-0.83523, -0.95461, 3.56964)  -0.21

M	112.6	g mol⁻¹
frontier orbital gap	9.493	eV
LUMO	0.04	eV

---

In order of decreasing stability: ii, i.